No. 1
# CH14N2O4

A 5-piece molecular cluster, CH14N2O4 overall at a distorted geometry (wB97M-V/def2-TZVPD, the Open Molecules 2025 dataset).

Its energy relative to the best compared isomer or geometry (same formula, charge and spin) is 46.9 kJ/mol. For the HOMO energy, the calculation gives -0.33603 Ha. The structure (SMILES) is NCN.O.O.O.O. As for the net charge: 0.

Geometry as XYZ:
```
21
CH14N2O4 wB97M-V/def2-TZVPD
O 2.57224 -1.22386 -0.45676
O 1.29580 0.91201 -1.84560
O 1.22361 -2.21870 1.91521
O -0.13431 2.90583 2.22424
N -0.78485 -0.89208 -1.07207
N -2.52174 0.48622 0.08160
C -1.97190 -0.00740 -1.17411
H -0.30262 -0.69730 -0.19989
H -2.88129 -0.26952 0.64851
H 2.61105 -0.39675 -0.96032
H -0.52558 3.47795 2.89243
H 1.65501 -1.94159 1.09612
H -1.09116 -1.85223 -0.98224
H -2.75672 -0.62020 -1.62077
H 0.56855 0.26341 -1.91456
H -1.79746 0.98825 0.58148
H 1.04792 1.66146 -2.39240
H 1.84450 -2.08850 2.63348
H 0.19469 2.15772 2.73516
H -1.74220 0.83544 -1.81973
H 3.49646 -1.48017 -0.36977
```

Partial charges, natural (NBO), in e:
1. O -0.973
2. O -0.994
3. O -0.973
4. O -0.937
5. N -0.881
6. N -0.841
7. C -0.057
8. H 0.369
9. H 0.355
10. H 0.509
11. H 0.468
12. H 0.498
13. H 0.368
14. H 0.176
15. H 0.502
16. H 0.363
17. H 0.475
18. H 0.464
19. H 0.469
20. H 0.169
21. H 0.471



No. 2
# CH14NO4

A 5-piece molecular cluster, CH14NO4 overall at a distorted geometry (wB97M-V/def2-TZVPD, the Open Molecules 2025 dataset).

Its energy relative to the best compared isomer or geometry (same formula, charge and spin) is 45.4 kJ/mol. For the HOMO energy (alpha / beta), the calculation gives -0.11219 / -0.42444 Ha. The spin multiplicity is 2. As for the net charge: 0.

Geometry as XYZ:
```
20
CH14NO4 wB97M-V/def2-TZVPD
O -0.82657 -5.48408 3.11226
O -1.29937 2.91815 -1.32669
O 0.99625 4.31598 -0.13810
O 1.70720 -1.73023 1.85113
N -0.94289 0.13546 -0.81807
C 0.08432 -0.24686 -1.82942
H 0.70199 -1.08543 -1.56488
H -0.61671 0.07185 0.15834
H -0.54650 -0.49629 -2.67488
H 0.69647 0.57951 -2.17162
H 1.44196 -2.65102 2.09590
H -1.25671 1.12685 -0.94001
H -1.87508 -0.34025 -0.96627
H 1.11120 3.81289 0.66104
H -1.64200 3.66980 -1.85082
H 0.11939 -5.50086 2.95225
H 1.87104 -1.41670 2.74889
H -0.43823 3.24127 -1.02500
H -1.13230 -5.51837 2.18826
H 1.84655 4.59833 -0.46232
```

Partial charges, natural (NBO), in e:
1. O -0.931
2. O -1.007
3. O -0.981
4. O -0.960
5. N -1.076
6. C -0.520
7. H 0.228
8. H 0.337
9. H 0.203
10. H 0.219
11. H 0.457
12. H 0.446
13. H 0.274
14. H 0.468
15. H 0.483
16. H 0.458
17. H 0.461
18. H 0.496
19. H 0.464
20. H 0.481



No. 3
# CH14NO4

A 5-piece molecular cluster, CH14NO4 overall at a distorted geometry (wB97M-V/def2-TZVPD, the Open Molecules 2025 dataset).

Its energy relative to the best compared isomer or geometry (same formula, charge and spin) is 55.4 kJ/mol. For the HOMO energy (alpha / beta), the calculation gives -0.08411 / -0.42656 Ha. The spin multiplicity is 2. As for the net charge: 0.

Geometry as XYZ:
```
20
CH14NO4 wB97M-V/def2-TZVPD
O 1.68227 0.55074 -1.18046
O -2.33304 1.73865 -0.93726
O -1.43481 -0.70231 2.95158
O 4.70217 0.57123 -0.34838
N -0.55620 -0.31468 0.14881
C -1.46828 -1.36780 -0.37254
H 2.53123 0.47851 -1.63123
H -0.86763 -2.17043 -0.78892
H -0.33877 -0.58187 1.12574
H 1.39830 1.48099 -1.21709
H -1.79241 -1.61036 2.96346
H -2.02052 -1.81061 0.45228
H 0.34740 0.02260 -0.23883
H 5.29692 1.07338 -0.95256
H -2.76221 1.43275 -1.77221
H -1.14127 0.50823 0.37078
H -2.88168 2.54870 -0.79880
H 4.89528 -0.35537 -0.55969
H -1.06564 -0.54155 3.84805
H -2.19110 -0.95080 -1.06274
```

Partial charges, natural (NBO), in e:
1. O -1.046
2. O -1.095
3. O -1.073
4. O -0.952
5. N -0.876
6. C -0.569
7. H 0.496
8. H 0.213
9. H 0.413
10. H 0.458
11. H 0.447
12. H 0.202
13. H 0.457
14. H 0.467
15. H 0.442
16. H 0.423
17. H 0.451
18. H 0.466
19. H 0.462
20. H 0.214



No. 4
# CH14NO4

A 5-piece molecular cluster, CH14NO4 overall at a distorted geometry (wB97M-V/def2-TZVPD, the Open Molecules 2025 dataset).

Its energy relative to the best compared isomer or geometry (same formula, charge and spin) is 141.5 kJ/mol. For the HOMO energy, the calculation gives -0.52873 Ha. As for the net charge: +1.

Geometry as XYZ:
```
20
CH14NO4 wB97M-V/def2-TZVPD
O 2.02669 3.69225 1.51725
O 1.95995 -0.34520 2.67401
O -2.09913 -2.15055 -3.60219
O -1.01245 0.96531 -2.11237
N -0.07372 -0.21114 0.55861
C -0.69538 -1.56328 0.46872
H -2.47106 -2.85886 -4.16869
H 1.79094 -0.11727 3.57962
H -0.58735 0.63572 0.30453
H 2.72556 3.97537 0.92268
H 0.83290 -0.01345 0.13163
H -1.52794 0.29024 -2.57903
H -1.40948 -1.67467 1.27338
H 2.88786 -0.48587 2.55274
H 2.03912 4.39464 2.16446
H -1.28045 -1.55063 -0.45820
H 0.21269 -0.14642 1.54968
H -2.22796 -2.43263 -2.69243
H -1.19056 1.87153 -2.35843
H 0.09977 -2.27509 0.27403
```

Partial charges, natural (NBO), in e:
1. O -0.948
2. O -0.984
3. O -0.952
4. O -1.003
5. N -0.687
6. C -0.414
7. H 0.493
8. H 0.496
9. H 0.461
10. H 0.473
11. H 0.450
12. H 0.506
13. H 0.243
14. H 0.499
15. H 0.475
16. H 0.221
17. H 0.462
18. H 0.460
19. H 0.501
20. H 0.249



No. 5
# CH14NiO10

CH14NiO10 as an isolated structure at a distorted geometry (wB97M-V/def2-TZVPD, the Open Molecules 2025 dataset).

For the HOMO energy (alpha / beta), the calculation gives -0.17040 / -0.24170 Ha. The spin multiplicity is 4. As for the net charge: -1.

Geometry as XYZ:
```
26
CH14NiO10 wB97M-V/def2-TZVPD
Ni 2.95621 1.81903 -0.53436
O -0.71713 -0.89148 2.98064
O 1.55268 0.39856 -1.07156
O -1.99390 0.24821 -1.98499
O 0.37988 -0.40124 -3.64258
O -0.21464 -0.25250 0.08848
O -1.73796 1.41868 1.84235
O 0.71434 3.83441 1.23474
O 1.36509 1.24880 0.63632
O 2.44451 -2.47775 -0.78692
O -1.02961 -3.00602 0.60482
C 0.78537 0.42953 -0.09757
H 0.96056 -0.18010 -2.91448
H -2.65163 -0.43835 -2.09578
H 1.99774 -1.63412 -0.85714
H -0.11333 4.09639 0.83155
H -0.46947 -0.56256 -3.23171
H -1.43784 -0.06502 -1.27161
H -1.86995 -2.55588 0.69101
H 0.77482 2.89360 1.06903
H -0.38329 -2.30135 0.56088
H -2.34453 2.00656 1.39212
H 2.76689 -2.50433 0.11397
H -0.59632 -0.77739 2.03797
H -0.01255 -1.48394 3.24292
H -1.12594 1.13828 1.16189
```

Partial charges, natural (NBO), in e:
1. Ni 0.729
2. O -0.945
3. O -0.895
4. O -0.970
5. O -0.984
6. O -0.824
7. O -0.945
8. O -0.972
9. O -0.883
10. O -0.951
11. O -0.954
12. C 0.961
13. H 0.489
14. H 0.459
15. H 0.488
16. H 0.455
17. H 0.477
18. H 0.500
19. H 0.464
20. H 0.495
21. H 0.487
22. H 0.451
23. H 0.455
24. H 0.483
25. H 0.452
26. H 0.481



No. 6
# CH14O5S

A 6-piece molecular cluster, CH14O5S overall (wB97M-V/def2-TZVPD, the Open Molecules 2025 dataset).

Its energy relative to the best compared isomer or geometry (same formula, charge and spin) is 83.6 kJ/mol. For the HOMO energy, the calculation gives -0.35446 Ha. The structure (SMILES) is CS.O.O.O.O.O. As for the net charge: 0.

Geometry as XYZ:
```
21
CH14O5S wB97M-V/def2-TZVPD
S -2.65655 -0.74309 -1.38363
O 1.99216 2.40810 0.43530
O 2.63542 -0.72547 -1.75089
O -0.38907 1.52863 -1.88837
O -0.43941 1.36431 1.56646
O 1.58071 -2.56111 2.22265
C -2.37059 -1.10085 0.38865
H 1.71724 -0.43292 -1.74896
H 1.74247 -1.68087 1.87213
H 1.39543 1.95356 1.04735
H -1.21533 1.71793 -1.43164
H -2.23591 -0.15841 0.89198
H -3.29295 -1.48762 0.80386
H 3.11761 0.08229 -1.53187
H -0.56690 1.64488 -2.82602
H -1.40158 -0.96773 -1.76700
H -0.57101 0.61293 0.98249
H -0.12888 1.03191 2.41560
H 1.56743 2.29044 -0.42344
H 1.01191 -3.05211 1.62003
H -1.49222 -1.72483 0.50533
```

Partial charges, natural (NBO), in e:
1. S -0.059
2. O -0.963
3. O -0.942
4. O -0.969
5. O -0.945
6. O -0.943
7. C -0.730
8. H 0.467
9. H 0.473
10. H 0.478
11. H 0.486
12. H 0.206
13. H 0.236
14. H 0.475
15. H 0.481
16. H 0.127
17. H 0.474
18. H 0.483
19. H 0.472
20. H 0.472
21. H 0.220